# 1
102
Properties=species:S:1:pos:R:3:lowdin_charge:R:1 method="wB97M-V/def2-TZVPD" homo_energy_ev=-8.22 charge=0 largest_force_ev_per_a=5.0 gap_ev=8.58 de_lowest_kj_mol=336.1 smiles=CC1(C)CCCC(C)(C)N1O.COCCNCCOC.COCCNCCOC.COCCNCCOC
C -2.58631 1.22798 8.94139 -0.072
H -0.39749 1.63013 7.43504 0.080
H -2.36129 -1.01004 7.84847 0.116
O 2.87053 0.07819 -2.40040 -0.010
H -1.29336 -2.72078 -7.27613 0.132
C 4.42092 0.80943 -0.75829 -0.508
C -3.81229 -4.51213 -4.47092 -0.248
H -0.85098 1.49993 -7.22362 0.078
O -2.03185 -1.59466 -2.65905 -0.209
C 3.95379 3.61989 -1.81478 -0.167
C 1.78590 4.19366 5.25948 -0.074
C 0.17402 -0.04135 2.55284 -0.095
H 5.82047 1.95123 0.46473 0.111
H 1.56921 2.06084 -3.64614 0.078
H 1.37514 5.16886 5.52093 0.080
H 1.24039 1.84765 -0.66054 0.068
C 5.27440 -0.48645 -0.99855 -0.031
H -1.23813 1.00634 5.73047 0.102
H 6.29891 1.96966 -1.23281 0.115
H 0.12436 -1.56731 -2.85291 0.092
H 0.10141 0.12095 -7.88789 0.079
H -2.31721 0.39877 9.59567 0.086
H -2.39896 0.60598 2.12271 0.120
C 5.44366 1.99000 -0.55733 -0.118
H 0.92357 0.64145 2.95290 0.063
H -1.14831 -2.12267 1.26832 0.088
N -2.11270 -3.04401 -5.30784 -0.052
H 3.61424 4.65340 -1.88313 0.123
H -3.29189 -0.65429 0.01110 0.116
H -0.83943 1.20335 -8.87618 0.077
C -2.28379 -0.10213 2.94332 -0.218
H -3.80825 -1.29677 2.18604 0.116
H -2.65374 -2.22491 3.22384 0.122
H -4.93577 -5.78995 -2.79082 0.075
H 1.47442 4.10055 4.21910 0.078
H -2.93578 -2.76729 -1.22242 0.115
H 4.26232 0.16694 1.41100 0.090
C -2.14713 -2.01527 -1.24712 -0.173
C -1.14661 0.19771 6.45563 -0.195
H 4.68296 3.56529 -2.62314 0.111
H 2.90217 -0.23200 0.38499 0.082
H 3.17885 1.38137 0.89079 0.059
O -1.88319 -0.36048 -7.81811 -0.184
C 4.86004 3.42660 -0.60629 -0.186
H 6.09081 -0.39176 -0.28259 0.084
H 1.64749 -0.08670 6.29281 0.118
H 5.57745 -0.46519 -2.04536 0.080
H -2.94552 0.08602 3.78879 0.118
C -1.50780 -2.18070 -6.35395 -0.215
H -5.23294 -7.18717 -3.58855 0.076
H -1.55053 -0.27339 -0.15706 0.091
H -3.97878 -3.39395 -6.33872 0.104
H 4.19659 3.50055 0.25538 0.092
O -0.95187 -0.11375 3.42257 -0.206
C -0.84093 0.66736 -7.92708 -0.067
C 2.32665 2.79153 -3.36243 -0.060
H -0.03560 0.55348 1.66383 0.080
H 1.70641 3.68120 -3.25347 0.081
H -4.46516 -3.75601 -4.03488 0.122
H -2.16311 -0.18771 -5.78363 0.120
H -2.41300 -2.47270 -4.53098 0.063
N 3.59268 1.11336 -1.91335 -0.125
O -4.64174 -5.57392 -4.83142 -0.194
H 0.55476 1.78623 5.03125 0.100
H 0.72835 -0.96796 2.40378 0.089
C -2.23269 -0.91546 -6.59211 -0.272
C 1.43227 1.84579 5.67509 -0.268
H -3.25720 -1.26775 -6.71203 0.119
H 5.64563 4.18174 -0.63322 0.113
H 3.38255 -0.03188 -3.20496 0.113
C -2.76705 -1.44204 2.47391 -0.186
H -6.48928 -5.96814 -3.76177 0.084
H -0.85481 -0.72455 -4.05846 0.063
H -3.07793 -0.62977 6.27250 0.109
H -2.86489 -4.63536 -6.52513 0.117
C 3.70166 0.49352 0.53516 -0.058
C -5.41083 -6.11924 -3.71493 -0.076
H 4.69023 -1.39961 -0.88451 0.078
H 2.87144 4.25175 5.33901 0.084
H 3.03876 2.98464 -4.16474 0.091
C 1.24855 0.81289 6.76152 -0.211
C -3.21485 -3.92781 -5.77347 -0.176
H 1.98390 1.02161 7.53857 0.119
H -3.39264 1.77120 9.43417 0.089
H -1.34420 -2.70292 -0.98151 0.112
C 1.74066 2.77882 -0.92650 -0.032
H -3.05317 -4.79190 -3.74047 0.123
H 2.26482 1.54651 5.03838 0.119
C -2.28512 -1.06944 -0.03544 -0.189
N -0.06752 0.68231 7.32163 -0.058
H 0.94431 3.43345 -1.28059 0.077
H -0.85962 -0.64087 5.82117 0.110
C -2.50010 -0.22613 7.10395 -0.221
O -3.24600 0.79334 7.71412 -0.188
H 1.99374 3.21312 0.04067 0.069
C -0.79548 -1.00297 -3.00630 -0.109
O 1.38807 3.14306 6.19335 -0.176
H -0.59274 -1.80694 -5.89454 0.097
C 2.85442 2.52657 -1.98009 -0.414
H -0.63218 -0.14859 -2.34945 0.075
H -1.68014 1.78028 8.69248 0.066
N -2.13402 -1.91168 1.20525 -0.057


# 2
114
Properties=species:S:1:pos:R:3:lowdin_charge:R:1 method="wB97M-V/def2-TZVPD" homo_energy_ev=-4.61 charge=-1 largest_force_ev_per_a=1.3 gap_ev=5.67 de_lowest_kj_mol=25.6
S -1.59222 -0.23585 3.53020 0.805
H -2.62125 4.79941 -1.22648 0.086
H -9.12798 0.72603 -0.78785 0.086
C 0.52079 0.82728 -2.45555 -0.175
H 0.84421 0.41694 -3.42116 0.107
H 3.17471 0.81611 4.67607 0.047
H 4.66934 4.02573 3.28540 0.055
H -0.57422 -0.40558 -0.45723 0.097
H 6.46545 -5.88283 2.43031 0.049
H 5.62596 1.02588 1.54596 0.044
C 5.59990 0.58189 0.55036 -0.263
H -4.85123 1.83300 -6.37163 0.097
C 4.05385 -7.26625 2.09608 -0.269
O -5.29736 -0.54728 -2.64992 -0.113
O 3.08437 -0.07079 1.00702 -0.559
C 5.01187 -1.69771 1.81967 -0.265
B -8.10008 -0.34575 0.49957 -0.732
C -5.64196 1.92433 -2.77923 -0.277
C -6.95264 3.17942 -4.62291 0.003
O -7.93678 0.12029 1.82196 0.091
O 3.94497 -4.63225 2.20164 -0.545
C -3.40804 0.26299 -6.74846 -0.109
C -0.99037 0.57461 -2.29510 -0.193
C 0.91236 2.30175 -2.50300 -0.243
H 2.68083 2.06252 -0.78990 0.075
H -2.06872 3.66732 -2.47207 0.075
H 5.33678 1.33806 -0.18695 0.044
H -2.35561 -1.71878 -0.43589 0.087
H -1.56524 1.01751 -0.23863 0.087
C -4.28022 3.31825 0.01073 -0.071
C -5.12684 0.29489 -4.86966 -0.265
H 1.09370 0.29838 -1.68461 0.099
C 3.58349 1.54396 3.97816 -0.277
H -3.50782 0.71190 0.54021 0.024
H -1.00355 -2.55205 3.58940 0.049
H -0.00186 -0.77393 5.24510 0.050
C 10.42771 -2.67354 1.98676 -0.269
C -0.09767 0.01407 4.49663 -0.277
H -7.75615 3.89927 -4.75786 0.047
H 10.47387 -2.23601 2.98386 0.060
C -7.04736 -1.18773 -0.21661 -0.058
H -1.91542 -2.09619 2.12208 0.040
H 3.47645 3.59172 2.01520 0.028
H 3.44237 1.19129 2.95526 0.017
O -6.14722 1.57875 -1.46047 -0.135
C -1.41549 0.15265 -0.89052 -0.198
H 9.94660 -4.35124 4.17311 0.061
C -3.82483 -0.20352 0.03598 -0.180
H -3.88656 0.74900 -3.28950 0.126
H 10.83630 -5.32127 2.95420 0.054
C -2.44695 3.73266 -1.45285 -0.100
H 0.18239 2.81718 -3.13489 0.112
H -0.18431 -1.68073 2.24828 0.058
H 1.34034 1.69249 0.29323 0.078
H 0.76287 0.01348 3.82600 0.044
H -4.01675 -0.15098 -7.55813 0.072
H 10.15069 -1.91317 1.25966 0.050
O -1.54442 0.77796 2.45173 -0.535
C -6.85282 2.54521 -3.45684 -0.082
H 4.63857 1.71274 4.19348 0.056
H -3.00273 -0.94811 -1.86796 0.076
S 2.67789 3.07779 4.20505 0.801
H 11.38669 -3.11290 1.71213 0.054
H 6.16513 -6.79487 3.94744 0.053
H 5.09155 -1.09667 2.72760 0.058
H 3.22947 5.04488 3.01618 0.051
O 3.03593 3.60378 5.55020 -0.563
C -4.23759 1.13668 -5.80133 -0.180
O -9.29831 0.03772 -0.13429 0.089
C 1.79640 2.48938 -0.30030 -0.106
H 2.08706 3.32015 0.34669 0.069
H 4.34315 -2.53894 1.98715 0.015
H -3.49257 3.61133 0.71052 0.089
H -1.52594 1.47185 -2.62453 0.087
H 4.70561 -7.16315 1.22860 0.058
H -4.81014 -0.75137 -4.95028 0.140
H -4.57709 5.01410 -2.70552 0.106
H -2.98454 -0.58785 -6.20454 0.069
H -6.57479 -1.95647 0.40396 0.050
H 6.24400 -5.01207 3.96381 0.045
H -4.80803 2.47138 0.44338 0.058
C 9.86037 -4.94922 3.26586 -0.266
B -4.57645 3.06951 -2.41616 -0.510
H -7.15245 0.66601 1.92689 0.080
H -3.52700 1.67275 -5.16367 0.110
O 7.91937 -3.32797 2.49571 -0.552
H -6.31737 2.99500 -5.47881 0.039
H 4.33531 -8.13463 2.69207 0.051
H -0.18212 0.98030 4.99054 0.046
H -2.56588 0.81383 -7.17712 0.063
C -2.67765 -0.74985 -0.84116 -0.243
H -7.75177 2.47596 -2.84813 0.109
O 0.88533 2.98943 -1.26438 -0.194
S 9.15809 -3.94314 1.95247 0.807
H 6.56576 0.14203 0.30026 0.049
H -4.00897 -0.93110 0.84340 0.041
Al -5.56991 -0.02638 -0.94390 0.201
H 3.01936 -7.36141 1.77311 0.051
C -4.98521 0.60433 -3.38018 -0.277
N -3.66563 2.92569 -1.27511 -0.068
H -5.01082 4.13307 -0.09852 0.092
H -7.47849 -1.66659 -1.10160 0.058
H 5.99278 -2.07416 1.52865 0.033
F -6.45211 0.31821 -5.32810 -0.021
C 5.94396 -5.88459 3.38747 -0.284
O -4.47547 4.20323 -3.21856 0.131
S 4.17130 -5.78621 3.10713 0.825
S 4.33560 -0.69773 0.50153 0.823
C 3.61597 4.02827 3.00440 -0.263
H 9.18646 -5.78659 3.43593 0.040
H -1.68863 3.38897 -0.74332 0.079
H 1.89401 2.42270 -2.98949 0.112
C -1.11586 -1.80581 2.80190 -0.258
H -1.27388 -0.21406 -3.00247 0.106


For the records above, the corresponding electronic energy values read -1812.4943, -4333.7652 Ha.